a | Formula: C2H4N2OS2
Source: OMol25
Level of theory: the ωB97M-V functional and the def2-TZVPD basis

Each line ends with the Löwdin charge.
CARTESIAN COORDINATES (ANGSTROEM)
S  0.02423  1.89008  1.23231  0.74
S  1.63260  0.00206  -2.61303  0.69
O  -1.68803  -1.59241  0.17844  -0.11
N  -0.17758  0.29258  1.01247  -0.46
N  -0.74308  -1.07024  -0.87771  0.08
C  1.19338  0.33941  -1.06791  -0.64
C  -0.07584  -0.11815  -0.41362  -0.53
H  -2.30423  -1.98554  -0.53431  0.13
H  -1.13785  -0.04529  1.36959  0.10
H  1.25446  1.83094  1.92371  -0.09
H  2.02194  0.45656  -0.20995  0.10

Values from the calculation:
frontier orbital gap = 7.935 eV
LUMO = -1.2 eV

***

b | Formula: C2H4N2OS2
Source: OMol25
Level of theory: the ωB97M-V functional and the def2-TZVPD basis

Each line ends with the Löwdin charge.
CARTESIAN COORDINATES (ANGSTROEM)
S  0.74723  -1.59960  -0.07915  0.87
S  -2.52042  0.82290  -0.02250  0.68
O  2.28226  1.89523  -0.04963  -0.09
N  -0.76459  -1.20175  0.41848  -0.43
N  1.33559  0.90366  0.36371  -0.08
C  1.77862  -0.24199  -0.10331  -0.51
C  -1.23376  -0.04074  -0.39309  -0.84
H  2.71647  -0.24640  -0.87251  0.15
H  1.78081  2.59926  0.35805  0.07
H  -0.91497  -1.04491  1.44962  0.10
H  -0.73541  -0.25968  -1.40878  0.07

Values from the calculation:
frontier orbital gap = 8.767 eV
LUMO = -0.3 eV

***

The structure with the greatest stability is b.